(1)
{"formula": "C48H48AsCl3KNOP", "method": "ωB97M-V/def2-TZVPD", "total_charge": -1, "relative_energy_ev": 0.0674, "fmax_ev_per_a": 0.48, "total_energy_ev": -178115.9478, "homo_lumo_gap_ev": 4.795, "species": ["K", "C", "C", "C", "C", "C", "C", "H", "H", "H", "H", "H", "H", "Cl", "C", "C", "C", "Cl", "C", "C", "C", "C", "N", "C", "C", "O", "H", "H", "H", "H", "Cl", "C", "H", "H", "C", "C", "C", "C", "C", "C", "As", "C", "C", "C", "C", "C", "C", "C", "C", "C", "C", "C", "C", "H", "H", "H", "H", "H", "H", "H", "H", "H", "H", "H", "H", "H", "C", "C", "C", "C", "P", "C", "C", "C", "C", "C", "C", "C", "C", "C", "C", "H", "H", "H", "H", "H", "H", "H", "H", "H", "H", "H", "H", "H", "H", "H", "H", "H", "H", "H", "H", "H", "H", "H"], "xyz": [[-0.6963, -1.1336, 0.4132], [-3.8579, -1.9498, 1.3642], [-3.1327, -2.1150, 2.5365], [-2.7393, -1.0017, 3.2672], [-3.0648, 0.2758, 2.8230], [-3.7771, 0.4411, 1.6432], [-4.1782, -0.6748, 0.9201], [-4.1286, -2.8121, 0.7720], [-2.8352, -3.1066, 2.8476], [-2.1613, -1.1278, 4.1746], [-2.7596, 1.1429, 3.3957], [-4.0124, 1.4354, 1.2829], [-4.7172, -0.5501, -0.0111], [0.9183, -5.8330, 1.6122], [-0.0676, -5.5678, 0.1940], [-0.0984, -6.5548, -0.7928], [-0.8372, -6.3906, -1.9286], [-0.8379, -7.6611, -3.1383], [-1.5838, -5.2083, -2.1360], [-2.3355, -4.9379, -3.2995], [-3.0046, -3.7550, -3.4145], [-2.9325, -2.8320, -2.3560], [-2.2522, -3.0490, -1.2597], [-1.5652, -4.2146, -1.1246], [-0.7883, -4.3649, 0.1096], [-0.7668, -3.4623, 0.9976], [0.4802, -7.4581, -0.6506], [-2.3620, -5.6717, -4.0941], [-3.5731, -3.5175, -4.3040], [-3.4461, -1.8767, -2.4267], [0.6678, -1.7762, -2.4678], [1.1839, -0.0662, -2.8199], [1.9967, -0.1273, -3.5410], [1.5606, 0.3440, -1.8833], [-4.7830, 3.6086, -3.9701], [-3.5022, 3.6708, -4.5063], [-2.4805, 2.8822, -3.9962], [-2.7322, 2.0135, -2.9322], [-4.0237, 1.9449, -2.4168], [-5.0444, 2.7411, -2.9214], [-1.3846, 0.8835, -2.0546], [-0.3687, 2.3050, -1.1811], [-0.5834, 2.8238, 0.0850], [0.1651, 3.9036, 0.5461], [1.1210, 4.4610, -0.3021], [1.3443, 3.9595, -1.5705], [0.6080, 2.8592, -2.0507], [0.7241, 2.2339, -3.3333], [1.2989, 2.7758, -4.4795], [1.1419, 2.2108, -5.7275], [0.2571, 1.0860, -5.8509], [-0.3121, 0.4744, -4.7914], [0.0903, 0.8545, -3.3957], [-5.5743, 4.2290, -4.3728], [-3.2932, 4.3386, -5.3331], [-1.4923, 2.9409, -4.4335], [-4.2343, 1.2542, -1.6063], [-6.0416, 2.6777, -2.5025], [-1.3493, 2.3898, 0.7240], [0.0166, 4.2945, 1.5433], [1.7124, 5.3017, 0.0450], [2.1076, 4.4057, -2.1979], [1.8252, 3.7236, -4.3937], [1.5650, 2.6743, -6.6076], [-0.0051, 0.7446, -6.8481], [-1.0274, -0.3295, -4.9250], [3.2743, -0.9647, 4.6494], [2.3669, -1.4362, 3.5146], [1.0064, -1.8383, 4.1042], [2.9565, -2.6748, 2.8356], [1.9548, -0.1502, 2.2028], [1.5848, 1.3206, 3.2470], [0.2331, 1.5539, 3.4915], [-0.1911, 2.5983, 4.3005], [0.7409, 3.4540, 4.8659], [2.0927, 3.2439, 4.6295], [2.5085, 2.1808, 3.8407], [3.4715, 0.2687, 1.1768], [3.5404, -0.8053, 0.0780], [4.8405, 0.3335, 1.8530], [3.1511, 1.6100, 0.5027], [3.4319, -1.7957, 5.3447], [2.8269, -0.1441, 5.2102], [4.2519, -0.6431, 4.2920], [1.1598, -2.5827, 4.8915], [0.3628, -2.2887, 3.3438], [0.4917, -0.9825, 4.5484], [2.9984, -3.4927, 3.5607], [3.9706, -2.5026, 2.4745], [2.3365, -3.0145, 2.0032], [-0.4989, 0.9028, 3.0308], [-1.2493, 2.7564, 4.4707], [0.4192, 4.2825, 5.4841], [2.8293, 3.9061, 5.0672], [3.5675, 2.0257, 3.6945], [3.8198, -1.7808, 0.4755], [4.2880, -0.5156, -0.6657], [2.5872, -0.9237, -0.4357], [5.1341, -0.6278, 2.2728], [4.8951, 1.0835, 2.6403], [5.5861, 0.6025, 1.0977], [2.1470, 1.6251, 0.0694], [3.8608, 1.7898, -0.3099], [3.2112, 2.4460, 1.1991]], "atomic_forces_ev_per_a": [[-0.23, 0.29, -0.11], [0.00, 0.02, -0.01], [0.04, 0.02, 0.01], [0.01, 0.01, 0.01], [0.01, 0.00, 0.03], [-0.01, 0.03, -0.02], [0.02, -0.02, -0.11], [0.00, -0.01, 0.00], [0.01, 0.00, 0.01], [-0.01, 0.00, 0.01], [-0.01, 0.01, 0.00], [0.00, 0.00, 0.01], [-0.01, 0.00, 0.01], [-0.04, 0.00, -0.07], [-0.06, -0.09, -0.06], [0.09, -0.04, 0.11], [-0.01, -0.06, -0.09], [-0.01, 0.06, 0.04], [0.07, -0.01, 0.06], [-0.02, -0.03, -0.04], [-0.03, 0.02, -0.03], [0.00, 0.01, 0.04], [0.17, -0.06, 0.07], [-0.11, 0.16, -0.05], [0.10, 0.06, 0.18], [0.02, -0.48, 0.08], [-0.01, 0.00, 0.00], [0.01, 0.00, 0.01], [-0.01, 0.01, 0.01], [0.01, 0.01, -0.01], [0.05, -0.01, -0.05], [-0.01, 0.08, -0.04], [-0.01, -0.07, 0.01], [0.01, -0.03, 0.01], [0.04, -0.01, 0.00], [-0.03, -0.01, 0.00], [0.01, -0.01, 0.02], [0.02, -0.04, -0.01], [0.01, -0.02, 0.03], [-0.02, 0.00, -0.02], [-0.03, 0.21, -0.01], [-0.02, 0.05, -0.05], [-0.02, -0.04, 0.03], [0.00, -0.06, -0.03], [0.01, 0.02, 0.01], [0.05, 0.03, 0.00], [-0.07, -0.02, -0.06], [-0.01, -0.03, 0.00], [-0.02, 0.07, 0.07], [-0.05, -0.11, -0.08], [0.10, 0.08, -0.05], [-0.02, 0.00, 0.17], [0.03, -0.02, -0.05], [0.00, 0.01, -0.01], [0.00, 0.01, 0.00], [0.02, 0.00, 0.04], [-0.01, 0.02, 0.01], [0.00, -0.01, 0.01], [0.01, 0.00, 0.00], [-0.02, 0.01, 0.06], [0.01, 0.00, 0.00], [0.00, 0.01, 0.01], [0.00, 0.00, 0.01], [0.00, 0.00, -0.01], [-0.01, -0.01, -0.01], [-0.01, 0.01, -0.04], [0.03, -0.06, -0.03], [-0.09, 0.01, -0.01], [-0.03, 0.00, 0.00], [0.03, 0.00, 0.02], [0.02, 0.02, 0.05], [0.08, -0.09, 0.03], [-0.03, 0.02, -0.05], [0.01, 0.02, -0.04], [0.00, 0.01, 0.00], [0.01, -0.04, -0.02], [0.01, 0.05, 0.00], [-0.04, -0.03, -0.04], [0.00, -0.03, 0.05], [0.01, 0.06, -0.03], [-0.01, -0.01, 0.03], [0.01, 0.00, 0.01], [-0.02, 0.02, 0.00], [0.02, 0.02, 0.01], [0.01, 0.00, 0.00], [0.00, -0.01, -0.01], [0.00, -0.01, 0.01], [-0.01, 0.00, 0.00], [0.02, 0.00, 0.01], [-0.01, 0.00, 0.00], [-0.02, 0.01, -0.01], [0.00, 0.00, 0.01], [-0.01, 0.00, 0.00], [0.00, 0.00, 0.00], [-0.01, 0.02, -0.01], [0.01, 0.02, -0.04], [0.01, 0.01, 0.00], [-0.03, -0.01, -0.03], [0.01, -0.02, 0.01], [0.02, -0.01, 0.00], [0.01, -0.01, 0.01], [0.00, 0.00, 0.00], [0.01, -0.01, 0.00], [0.00, 0.02, 0.01]]}



(2)
{"formula": "C2H16N2O4", "method": "ωB97M-V/def2-TZVPD", "relative_energy_ev": 0.7940, "fmax_ev_per_a": 2.81, "smiles": "NCCN.O.O.O.O", "total_energy_ev": -13504.1376, "homo_lumo_gap_ev": 10.261, "species": ["N", "C", "C", "N", "H", "H", "H", "H", "H", "H", "H", "H", "O", "H", "H", "O", "H", "H", "O", "H", "H", "O", "H", "H"], "xyz": [[-2.8419, -0.3351, -0.3204], [-2.3138, -0.2606, 1.0493], [-0.8229, -0.0005, 1.1788], [-0.4667, 1.3817, 0.7659], [-3.5127, 0.4315, -0.4062], [-3.4393, -1.1333, -0.4585], [-2.5715, -1.1567, 1.6276], [-2.7894, 0.4998, 1.6847], [-0.5614, -0.2514, 2.2125], [-0.1978, -0.6241, 0.5373], [-0.9236, 1.9965, 1.4029], [0.5488, 1.4360, 0.9878], [-0.9383, 0.4141, -2.1717], [-0.7543, 1.0524, -1.4567], [-1.6522, -0.0939, -1.7606], [2.0389, -1.0457, -2.3424], [2.4306, -0.5976, -3.0999], [1.2492, -0.5320, -2.1398], [2.4383, 1.2822, 1.1993], [2.6645, 0.4304, 0.8116], [3.0039, 1.8931, 0.7128], [3.2444, -1.2499, 0.1972], [3.1313, -2.1064, 0.5144], [3.0360, -1.4304, -0.7260]], "atomic_forces_ev_per_a": [[-0.91, 0.94, 0.41], [0.10, -0.60, 0.92], [0.16, 0.28, -0.65], [0.89, -1.24, 0.30], [0.43, -0.03, -0.37], [0.10, -0.55, 0.21], [0.24, -0.24, -0.38], [-0.20, 0.29, -0.54], [0.14, 0.23, 0.11], [-0.35, -0.43, -0.02], [-0.36, 0.77, 0.46], [-0.76, 0.43, -0.43], [0.75, 0.38, -0.05], [0.02, -0.11, -0.14], [-0.14, -0.12, 0.17], [0.31, -0.02, -0.09], [-0.04, -0.08, 0.05], [-0.50, 0.09, -0.02], [0.21, 0.49, -0.06], [0.12, -0.68, -0.01], [-0.12, 0.09, 0.16], [0.29, 1.53, -0.91], [-0.16, -2.23, 1.70], [-0.21, 0.82, -0.81]]}



(3)
{"formula": "C31H30N4O10PV", "method": "ωB97M-V/def2-TZVPD", "total_charge": 1, "relative_energy_ev": 0.9976, "fmax_ev_per_a": 1.53, "spin_multiplicity": 2, "s2": 0.763, "total_energy_ev": -94043.3102, "homo_lumo_gap_ev": [7.137, 7.842], "species": ["V", "O", "C", "C", "N", "C", "C", "O", "O", "C", "C", "O", "O", "H", "H", "H", "H", "H", "H", "H", "H", "H", "C", "C", "N", "C", "C", "N", "C", "O", "O", "C", "O", "O", "H", "H", "H", "H", "H", "O", "N", "C", "C", "C", "C", "C", "C", "C", "P", "C", "C", "C", "C", "C", "C", "C", "C", "C", "C", "C", "C", "H", "H", "H", "H", "H", "H", "H", "H", "H", "H", "H", "H", "H", "H", "H", "H"], "xyz": [[0.5538, -1.0112, -1.0705], [-1.8583, -1.4611, -1.1506], [-2.2841, -1.3228, -2.5304], [-1.4154, -2.2346, -3.3559], [-0.0068, -1.8157, -3.2446], [0.3374, -0.6873, -4.1285], [0.3311, 0.6197, -3.3700], [0.4877, 1.6909, -3.8553], [0.1327, 0.4465, -2.0420], [0.8584, -2.9888, -3.3754], [0.8678, -3.6759, -2.0256], [1.0276, -4.8270, -1.8002], [0.6855, -2.7725, -1.0092], [-2.0838, -2.3485, -0.8280], [-2.1651, -0.2725, -2.7958], [-3.3382, -1.5777, -2.6435], [-1.7143, -2.3015, -4.4061], [-1.5067, -3.2363, -2.9278], [-0.3428, -0.6025, -4.9765], [1.3447, -0.8093, -4.5204], [1.8766, -2.6779, -3.6009], [0.5224, -3.6960, -4.1337], [1.0607, -1.2978, 2.9678], [2.0848, -1.0735, 1.9181], [1.9473, -1.0151, 0.5980], [3.2202, -0.8560, 0.0855], [4.1267, -0.7968, 1.0944], [3.3837, -0.9353, 2.2314], [5.6003, -0.5987, 1.2199], [6.2968, -0.5060, 0.1099], [6.0717, -0.5289, 2.3253], [3.3897, -0.7987, -1.3701], [4.4726, -0.7017, -1.9125], [2.2492, -0.8690, -2.0059], [0.0624, -1.1519, 2.5699], [1.2235, -0.6121, 3.7981], [1.1283, -2.3214, 3.3421], [3.7980, -0.9287, 3.1541], [5.7282, -0.5787, -0.7011], [-1.4238, -3.7564, 0.8378], [-1.2984, -2.4099, 1.1497], [-2.3000, -2.0566, 1.8500], [-2.5482, -0.6946, 2.3526], [-3.4786, -0.6416, 3.3953], [-3.8900, 0.5559, 3.9540], [-3.3896, 1.7437, 3.4412], [-2.4748, 1.7012, 2.4016], [-2.0188, 0.4967, 1.8571], [-0.7871, 0.7291, 0.5185], [0.5825, 1.6589, 1.3024], [1.6517, 2.0150, 0.4704], [2.7682, 2.6536, 0.9837], [2.8395, 2.9447, 2.3412], [1.7852, 2.6023, 3.1726], [0.6614, 1.9645, 2.6578], [-1.6606, 1.9749, -0.4885], [-1.1002, 3.2003, -0.8296], [-1.8131, 4.1005, -1.6119], [-3.0896, 3.7902, -2.0499], [-3.6644, 2.5756, -1.6945], [-2.9560, 1.6737, -0.9180], [-0.5829, -3.9820, 0.4251], [-3.0389, -2.8092, 2.1186], [-3.8967, -1.5711, 3.7623], [-4.6087, 0.5605, 4.7629], [-3.7118, 2.6984, 3.8360], [-2.1043, 2.6351, 1.9988], [1.6140, 1.7946, -0.5912], [3.5833, 2.9235, 0.3235], [3.7130, 3.4405, 2.7452], [1.8294, 2.8334, 4.2295], [-0.1414, 1.6958, 3.3298], [-0.1076, 3.4685, -0.4965], [-1.3628, 5.0485, -1.8764], [-3.6422, 4.4958, -2.6571], [-4.6711, 2.3359, -2.0138], [-3.4209, 0.7419, -0.6241]], "atomic_forces_ev_per_a": [[-0.08, -0.12, -0.04], [-0.22, 0.35, -0.86], [-0.04, -0.10, 0.25], [0.03, 0.07, 0.14], [0.39, 0.23, -0.01], [-0.11, -0.23, -0.10], [0.01, -0.16, 0.55], [0.02, 0.26, -0.23], [-0.39, 0.80, -0.45], [-0.02, -0.03, 0.05], [0.10, 0.66, 0.41], [-0.02, -0.47, -0.04], [-0.10, -1.53, -0.08], [0.05, 0.16, -0.09], [0.01, -0.04, 0.11], [-0.02, -0.05, 0.11], [-0.06, 0.11, 0.03], [0.04, -0.06, -0.10], [-0.03, -0.04, -0.04], [0.02, -0.03, 0.00], [0.04, 0.00, 0.02], [-0.03, 0.01, -0.06], [-0.08, 0.03, -0.08], [-0.04, 0.00, 0.07], [-0.01, 0.04, -0.12], [0.02, -0.03, 0.00], [-0.02, 0.00, 0.02], [0.06, 0.02, 0.04], [-0.04, -0.01, 0.07], [-0.07, 0.01, -0.19], [-0.01, -0.01, -0.03], [-0.03, 0.01, -0.07], [0.04, 0.01, 0.08], [-0.08, 0.02, 0.23], [0.11, 0.02, 0.05], [0.01, -0.01, 0.01], [-0.01, 0.00, -0.03], [0.01, 0.01, 0.01], [0.05, 0.00, 0.09], [0.00, -0.15, -0.27], [-0.30, 0.14, 0.78], [0.22, 0.16, -0.02], [-0.14, -0.37, 0.00], [-0.14, 0.04, 0.08], [0.07, -0.05, -0.09], [0.04, -0.07, -0.04], [-0.06, 0.08, 0.13], [0.17, 0.29, -0.04], [0.37, 0.23, -0.03], [-0.03, 0.10, -0.03], [0.03, 0.01, 0.05], [-0.02, 0.00, 0.00], [0.02, 0.01, 0.01], [-0.01, -0.01, 0.01], [0.04, -0.05, -0.01], [-0.12, -0.04, 0.00], [0.02, -0.01, -0.10], [0.02, 0.00, 0.01], [-0.03, -0.01, 0.01], [-0.01, -0.01, -0.02], [0.09, 0.04, -0.02], [0.32, -0.06, -0.15], [0.01, -0.04, 0.03], [0.00, 0.01, 0.01], [0.02, 0.00, -0.02], [0.00, -0.02, -0.01], [0.00, 0.01, 0.00], [-0.01, 0.02, 0.00], [-0.02, 0.00, 0.01], [-0.02, -0.01, -0.01], [0.00, 0.00, -0.02], [-0.03, 0.00, 0.01], [-0.02, -0.01, 0.00], [-0.01, -0.02, 0.01], [0.01, -0.02, 0.02], [0.02, 0.01, 0.00], [-0.02, -0.08, 0.02]]}